Record 1
{"formula": "C30H82FLi2N7O8", "method": "ωB97M-V/def2-TZVPD", "total_charge": -1, "largest_force_ha_per_bohr": 0.0828, "orbital_gap_ev": [1.38, 7.15], "homo_ev": [0.520, -5.253], "spin_multiplicity": 2, "symbols": ["H", "C", "H", "H", "C", "H", "H", "H", "H", "H", "H", "H", "H", "H", "C", "H", "H", "C", "C", "H", "O", "H", "H", "H", "C", "H", "C", "O", "O", "H", "H", "H", "C", "H", "H", "C", "C", "C", "H", "H", "H", "H", "H", "O", "H", "H", "H", "N", "C", "C", "H", "H", "H", "N", "H", "H", "H", "H", "H", "H", "C", "H", "H", "Li", "H", "H", "H", "H", "O", "H", "C", "H", "H", "H", "H", "H", "H", "C", "H", "C", "C", "H", "O", "C", "N", "H", "H", "C", "O", "H", "C", "H", "H", "H", "C", "C", "H", "C", "H", "N", "H", "H", "C", "N", "N", "H", "H", "C", "N", "C", "H", "H", "H", "H", "C", "H", "H", "H", "H", "Li", "C", "H", "H", "H", "H", "C", "F", "H", "H", "O"], "positions_angstrom": [[-1.11903, -5.15468, -3.47623], [0.49205, -3.68186, 5.66390], [-0.53560, -4.03050, 5.76626], [-1.39639, -4.84163, -8.19261], [-0.20080, -4.30964, -5.93697], [0.01421, -3.59312, 1.97444], [-2.29411, -0.57889, 3.06738], [0.25777, -4.84546, -8.58826], [-3.90644, 3.14121, 3.55353], [-1.37295, -6.70640, 2.57030], [2.45024, 3.56886, 3.94401], [7.04100, 4.08061, -0.66701], [-1.91071, 2.09818, 2.67006], [-1.78304, 0.34763, -2.44790], [3.13671, 5.53685, -0.62154], [-3.11418, 2.72046, -2.92803], [1.00942, -1.53747, 0.93488], [-1.31156, -5.70830, 3.00402], [-2.25184, 2.38883, -3.50637], [3.96918, 2.13279, 0.99082], [-2.30194, 3.49466, 1.20880], [-0.74179, -3.36823, -8.83412], [-2.43764, -4.82035, 1.29190], [-4.83714, 5.37794, 2.17906], [-2.03159, 4.74532, -4.25170], [-2.95735, 5.01715, -3.74458], [1.46052, -4.21702, 7.95061], [5.88218, 3.01222, -1.94752], [-0.23233, -3.44799, -7.01033], [-0.23644, 0.60096, -0.95701], [-0.96961, -5.08186, -5.96342], [1.15814, -0.25597, -1.35609], [-4.34815, 3.56381, 2.65109], [-4.26082, -0.19991, -5.15705], [4.93462, 1.33135, -1.28972], [-0.33892, -4.39372, -3.49760], [0.65269, -0.52598, 0.74065], [-1.66264, -4.55701, 2.01171], [-3.32229, 0.39591, -2.37134], [1.24494, 4.09525, 1.60125], [4.37945, 4.40557, 1.88079], [-1.21023, 4.89877, -3.55175], [6.45260, 1.86385, -3.94312], [2.54188, 4.30098, -0.04158], [4.25635, 1.76791, 2.69684], [-3.36667, 5.27492, 2.59627], [2.45097, 6.22271, -1.11900], [5.76680, 1.12820, -4.03582], [2.25801, 4.40356, 1.34291], [4.49119, 1.65024, -3.41994], [2.27964, -3.55809, 3.96816], [2.11648, 5.45179, 1.60612], [-0.58884, 3.10727, 2.29360], [3.23535, 4.09242, 3.58403], [1.79212, -3.89113, 8.93648], [1.86100, -2.43760, 6.91713], [-0.26175, -0.40043, 1.32042], [3.45301, -0.35411, -3.20285], [-3.89368, 2.10918, 0.83996], [-6.41540, 3.48643, 1.82637], [3.62791, 2.33103, 2.00685], [2.49702, -2.00921, 4.85000], [-1.95713, -2.62082, -5.57143], [-1.40787, -2.85715, 0.01074], [-0.47118, -1.75636, 7.04660], [3.78277, 6.04115, 0.09707], [-6.32228, 3.98187, 3.49489], [6.14537, 0.48828, -3.35225], [-2.21410, 3.36217, -4.65494], [-1.64689, -2.86800, 3.56659], [1.83838, -2.58972, 4.20401], [-1.79884, 5.44575, -5.05377], [6.40532, 2.66118, 0.10526], [2.69929, 1.76028, 2.00716], [-4.77940, 1.40726, -4.41230], [-3.17534, -3.61444, 2.96083], [0.44375, -2.70943, -4.74287], [3.46511, 3.88362, 2.16300], [-1.03729, 1.76420, 1.19746], [-0.51477, -4.20111, -8.16863], [0.27482, -0.33259, -0.72207], [-0.54567, -3.79125, -2.61308], [0.50475, -2.68487, 4.71127], [-5.86399, 3.32776, 2.75312], [-1.70603, -2.90483, -4.63527], [-6.02106, 2.26937, 2.96102], [0.75554, -4.82935, -5.87858], [-3.71459, 3.12046, 1.20512], [-0.55900, -1.27330, -1.33336], [1.78662, -2.22890, 3.17676], [-2.93074, -1.06355, 2.32716], [2.30212, -4.80171, 7.57919], [-0.80218, -2.99163, 7.92009], [-3.83024, 1.31131, -5.86908], [-3.99941, 0.82824, -4.90671], [-2.18712, -3.23875, 2.69550], [0.06898, -5.00230, 1.34992], [6.16899, 3.42749, -0.63299], [-4.24915, 3.67766, 0.43579], [-0.50749, -4.17316, 1.33297], [2.96110, 5.05742, 3.70088], [1.06329, -4.57409, 5.40757], [-0.36959, -3.43383, -4.70013], [-0.02187, -2.39365, 7.68855], [-4.27096, 4.93060, 2.88577], [3.80924, 2.61719, -1.66500], [-1.37075, 2.30628, -2.87000], [-2.65935, 1.07011, -4.15075], [-2.59057, 0.10667, -3.00460], [4.73838, 2.14648, -1.98627], [-2.35282, -3.64523, -4.40383], [0.64420, -4.83439, -3.33207], [3.80525, 5.21770, -1.42110], [2.41369, 1.07850, -3.47246], [-1.41440, 2.57281, 1.82360], [0.70741, -4.94156, 8.26040], [-3.81182, -1.30180, 2.92302], [3.18228, 0.55720, -4.74313], [-3.07056, -0.35392, 1.51170], [-1.87285, -1.94952, -2.68425], [1.00718, -3.10982, 7.00208], [-1.82290, 0.78749, -4.78995], [1.45848, 0.15968, 1.00269], [5.33933, 4.00035, -0.21877], [-0.33400, -5.75828, 3.48360], [3.38469, 0.62627, -3.67432], [-2.63024, -3.40772, -1.42316], [-1.83856, -5.71736, 3.95811], [4.24153, 2.52379, -4.02217], [-2.27643, -2.20049, 1.77871]]}



Record 2
{"formula": "C4H10O", "method": "ωB97M-V/def2-TZVPD", "de_lowest_kj_mol": 87.5, "largest_force_ha_per_bohr": 0.0158, "orbital_gap_ev": 10.75, "homo_ev": -9.587, "smiles": "CCOCC", "symbols": ["H", "C", "H", "H", "C", "H", "H", "C", "H", "H", "H", "O", "H", "C", "H"], "positions_angstrom": [[-0.75044, -1.98325, 2.20039], [-0.54270, -0.20887, 1.10697], [0.52004, 1.85571, 0.02952], [-1.08401, 0.28645, 1.92214], [1.33701, 0.66276, -1.57637], [0.52406, -0.07340, 1.34521], [2.01051, 0.05014, -0.96780], [0.13542, 1.22661, -0.77993], [1.94858, 1.49520, -1.96397], [-2.15280, -1.59812, 1.16978], [-0.43209, 1.87497, -1.46455], [-0.81441, 0.32501, -0.19300], [-0.71482, -2.33831, 0.43852], [-1.05611, -1.64145, 1.21300], [1.04775, 0.08688, -2.46323]]}



Record 3
{"formula": "C4H10O2", "method": "ωB97M-V/def2-TZVPD", "de_lowest_kj_mol": 59.5, "largest_force_ha_per_bohr": 0.0072, "orbital_gap_ev": 10.89, "homo_ev": -10.104, "smiles": "CC[C@@H](O)CO", "symbols": ["H", "O", "C", "C", "C", "H", "H", "H", "H", "H", "O", "H", "H", "H", "C", "H"], "positions_angstrom": [[-1.11546, 1.28084, -0.18058], [0.32283, -0.57297, -1.48952], [-2.16999, -0.60021, -0.21961], [-1.02471, 0.28361, 0.27057], [1.49228, 0.64889, 0.18961], [-3.14282, -0.15678, 0.01617], [1.25533, -0.69767, -1.72315], [1.27471, 1.63162, -0.25299], [0.49880, -1.22887, 0.46771], [1.63972, 0.77386, 1.27213], [2.64376, 0.06744, -0.41338], [3.27788, 0.76449, -0.61215], [-1.07672, 0.41415, 1.35992], [-2.09922, -0.72953, -1.30260], [0.33276, -0.29793, -0.10438], [-2.12868, -1.59499, 0.23916]]}



Record 4
{"formula": "C29H42N5O5S2Tl", "method": "ωB97M-V/def2-TZVPD", "de_lowest_kj_mol": 0.0, "total_charge": 2, "largest_force_ha_per_bohr": 0.0063, "orbital_gap_ev": [4.97, 3.42], "homo_ev": [-12.388, -12.388], "symbols": ["O", "H", "O", "C", "H", "H", "H", "C", "C", "C", "C", "N", "H", "H", "C", "H", "C", "H", "H", "H", "H", "H", "C", "H", "C", "C", "C", "H", "C", "O", "H", "H", "H", "H", "H", "H", "O", "C", "H", "N", "C", "C", "C", "C", "C", "H", "C", "H", "H", "H", "H", "H", "H", "C", "H", "N", "H", "S", "H", "C", "C", "Tl", "C", "H", "H", "C", "C", "H", "S", "C", "N", "H", "O", "H", "H", "H", "C", "N", "H", "C", "H", "H", "C", "H"], "positions_angstrom": [[3.79553, -1.15792, 1.58736], [-0.84078, -1.99483, -2.81138], [3.51244, -3.56908, 2.14446], [0.80282, 1.82292, 4.10592], [-3.46663, -2.77447, 0.71192], [-4.93205, -2.31530, -0.17715], [-1.62608, -0.34743, 4.12470], [-3.97550, -2.83294, -0.24378], [8.15298, -3.42246, 0.07220], [0.48573, 2.61421, 1.73428], [-2.30040, 2.16411, -0.80950], [3.32950, 0.48303, -2.61490], [4.37062, 0.31032, -4.40104], [-0.33192, -4.38881, -2.34771], [0.26344, -4.19662, -1.46472], [2.59806, 2.73461, 1.29949], [-1.29537, 1.33520, 2.77846], [4.33371, 1.32961, -1.00372], [0.19038, 4.44362, -0.56721], [-3.35022, 1.93443, -0.65387], [8.41883, -1.26325, 0.02010], [0.47104, 1.00255, 4.73668], [1.06700, -0.39202, -2.52849], [1.85043, 1.64046, 3.86430], [1.98483, -3.39759, -0.34130], [-3.69593, -2.13626, -2.61777], [-0.02935, 1.94087, 2.85041], [0.70216, 0.24152, -3.34750], [0.34121, 3.36341, -0.65185], [0.06205, -0.60456, -1.56672], [7.58513, -5.52048, 0.19749], [6.03594, -0.79482, 0.57959], [2.65862, 0.63520, -4.62460], [-1.92522, 1.52094, -1.61104], [9.76539, -4.62961, -0.26273], [-3.50989, 0.23613, 0.46999], [2.15713, 0.69838, -0.69070], [3.37942, 0.08523, -4.01712], [1.77030, 4.28474, 1.30552], [1.37380, -3.49854, -1.55519], [-2.00533, 1.33521, 1.56764], [-1.09479, -1.19370, -2.10427], [-0.23858, 2.64080, 0.53625], [2.23723, 0.30557, -1.85344], [7.23198, -4.49988, 0.27386], [-4.16424, 1.24863, 1.75147], [7.70732, -2.06572, 0.17085], [-2.25527, 3.18711, -1.18122], [-1.58836, 1.22565, 4.91240], [5.38462, 0.65045, -2.27409], [-3.34143, -0.25974, 2.13762], [2.13537, 3.49575, 2.82539], [3.20938, -0.98524, -4.13676], [-3.32426, 0.60440, 1.47720], [-2.98828, 0.75541, 3.98307], [-3.14737, -2.20226, -1.26682], [0.76606, 2.73488, 4.70737], [3.85418, -2.53464, 1.21067], [-0.11045, 3.04286, -1.58793], [5.93650, -4.22019, 0.58135], [-0.07858, -4.66995, -0.18539], [0.67752, -0.48346, 1.16884], [-1.90293, 0.70613, 4.01052], [-3.62195, -1.13351, -3.03637], [-0.94926, -5.25264, 0.07527], [4.46879, 1.20902, -2.07415], [1.81811, 3.31618, 1.80258], [-4.75102, -2.39024, -2.56851], [1.07882, -4.23746, 0.95111], [6.40291, -1.80744, 0.47342], [3.07491, -2.69524, -0.21075], [-3.21071, -2.84508, -3.29242], [-1.41810, -1.88616, 0.16394], [-1.68008, -0.44984, -2.65219], [5.22896, -5.01596, 0.77389], [1.41349, 3.18751, -0.72566], [5.51991, -2.87839, 0.68680], [9.42020, -3.68043, -0.19740], [4.55656, 2.19498, -2.53373], [-1.48975, 2.01962, 0.45634], [1.39095, -1.34769, -2.95394], [10.09437, -2.93739, -0.33020], [-1.90911, -1.78859, -0.96160], [-4.15931, -3.87884, -0.49600]]}



In eV, the energy values for the records above are, in order, -62374.054; -6356.896; -8404.930; -74792.615.